[1]
{"formula": "C22H32B3N3O44S5", "method": "ωB97M-V/def2-TZVPD", "symbols": ["N", "H", "H", "H", "H", "N", "H", "H", "H", "H", "N", "H", "H", "H", "H", "O", "C", "O", "B", "O", "C", "O", "O", "C", "O", "C", "O", "O", "O", "C", "O", "B", "O", "C", "O", "O", "C", "O", "C", "O", "O", "O", "C", "O", "B", "O", "C", "O", "O", "C", "O", "C", "O", "O", "C", "C", "O", "S", "O", "O", "O", "H", "H", "H", "H", "C", "C", "O", "S", "O", "O", "O", "H", "H", "H", "H", "C", "C", "O", "S", "O", "O", "O", "H", "H", "H", "H", "C", "C", "O", "S", "O", "O", "O", "H", "H", "H", "H", "C", "C", "O", "S", "O", "O", "O", "H", "H", "H", "H"], "positions_angstrom": [[-6.915296, 2.615402, -0.650841], [-7.146026, 1.733160, -1.106220], [-7.493821, 2.784718, 0.175261], [-6.929961, 3.420373, -1.279144], [-5.907858, 2.619020, -0.326175], [1.113223, 2.184802, -3.182408], [0.201860, 1.825447, -3.520063], [1.205165, 1.873550, -2.192855], [1.048000, 3.195244, -3.307572], [1.855209, 1.740874, -3.753366], [-3.444410, -2.720115, -2.535041], [-3.454673, -2.584143, -3.549218], [-2.440183, -2.747817, -2.231236], [-3.940945, -3.488784, -2.094311], [-3.827235, -1.832559, -2.110741], [-4.244173, -0.556524, -0.808194], [-3.370270, -0.026563, -0.193784], [-2.135767, -0.436545, -0.132049], [-1.348221, 0.656885, 0.438990], [-2.328876, 1.682215, 0.894773], [-3.503471, 1.359554, 0.469610], [-4.506148, 2.003137, 0.525856], [-0.356376, 1.170162, -0.507874], [0.783918, 1.314044, 0.135831], [1.748965, 1.868787, -0.289841], [0.671382, 0.588960, 1.505373], [-0.589318, 0.227318, 1.622733], [1.526007, 0.522736, 2.291390], [-3.761853, 6.364588, -3.330933], [-3.572546, 5.327473, -3.796255], [-3.335149, 4.205119, -3.089234], [-3.066903, 3.108603, -4.022274], [-3.191499, 3.682058, -5.369019], [-3.401423, 4.998262, -5.276422], [-3.483288, 5.755082, -6.161250], [-4.033028, 1.968462, -3.872349], [-3.351328, 0.822318, -4.034309], [-3.758704, -0.287081, -4.023848], [-1.845811, 1.188606, -3.935025], [-1.727216, 2.513855, -3.830457], [-0.978451, 0.372743, -3.878524], [-1.031703, -3.034123, -1.170976], [0.111470, -2.632998, -1.380244], [0.688542, -2.345649, -2.515200], [2.116663, -2.008238, -2.276644], [2.345865, -2.217561, -0.828016], [1.159223, -2.459609, -0.264783], [0.910428, -2.528938, 0.904796], [2.223227, -0.536302, -2.513024], [3.203737, -0.301697, -3.343778], [3.525833, 0.777595, -3.753853], [3.840075, -1.652935, -3.710849], [3.113109, -2.617095, -3.127580], [4.666856, -1.823075, -4.506924], [5.088801, 3.328217, -1.972588], [6.143517, 2.819531, -2.942830], [6.073245, 3.783931, -4.005858], [4.618788, 4.398040, -4.193252], [3.922117, 3.751367, -5.210027], [4.703868, 5.791130, -4.130593], [4.042404, 3.866366, -2.767828], [5.540550, 4.063209, -1.299065], [4.657815, 2.505563, -1.397326], [5.772288, 1.903038, -3.410758], [7.075547, 2.629019, -2.425582], [-4.321069, 2.281631, 3.878442], [-3.948790, 0.855137, 3.490204], [-4.247055, 0.047619, 4.667568], [-5.114058, 0.825618, 5.719098], [-4.643716, 0.671489, 7.030379], [-6.489825, 0.591175, 5.485541], [-4.738505, 2.306722, 5.203140], [-5.107357, 2.607970, 3.188215], [-3.495672, 2.959788, 3.672464], [-2.926765, 0.643054, 3.181713], [-4.552396, 0.267337, 2.788782], [-2.022896, -3.095371, 2.603624], [-1.547090, -4.519648, 2.322305], [-1.555425, -5.188523, 3.583187], [-2.085470, -4.240493, 4.771262], [-1.037645, -3.548928, 5.404506], [-3.065041, -4.885595, 5.532915], [-2.840520, -3.247664, 3.745937], [-2.661272, -2.713830, 1.807278], [-1.187202, -2.396590, 2.713815], [-0.677154, -4.580069, 1.673994], [-2.335911, -5.037280, 1.764341], [5.884691, -0.704327, -0.612421], [4.826640, -1.087477, 0.418319], [5.469770, -0.881609, 1.663850], [6.919991, -1.543093, 1.509611], [6.756315, -2.946402, 1.503747], [7.854188, -0.904962, 2.323271], [7.127215, -1.019572, 0.004443], [5.951833, 0.358911, -0.830450], [5.725906, -1.280970, -1.523235], [4.480602, -2.113412, 0.314009], [3.953299, -0.443259, 0.328337], [2.239290, -2.186580, 4.257797], [1.967269, -3.621730, 3.849992], [2.365011, -4.428798, 4.945780], [2.363212, -3.596643, 6.303353], [3.667262, -3.507575, 6.801766], [1.290618, -4.021194, 7.114672], [1.965386, -2.193454, 5.652944], [1.800630, -1.426000, 3.604967], [3.289770, -1.882831, 4.101110], [2.517760, -3.831068, 2.932937], [0.908412, -3.813715, 3.680295]], "forces_ev_per_angstrom": [[1.27, 0.84, 0.46], [0.07, 0.12, -0.07], [-0.09, -0.07, -0.24], [-0.61, -0.17, -0.26], [-0.41, -0.86, 0.11], [-0.93, -0.52, -0.35], [0.64, -0.17, 0.20], [0.34, 0.65, -0.42], [0.57, -0.10, 0.32], [0.18, 0.49, 0.41], [0.56, 1.73, 0.69], [-0.47, -0.50, 0.14], [-0.11, -0.29, 0.18], [-0.04, -0.29, -0.68], [0.25, -0.58, -0.23], [-1.29, -0.70, -0.43], [0.27, 0.39, -0.50], [-0.12, 0.39, 0.12], [1.24, -0.49, 1.15], [0.07, 0.43, -0.25], [1.02, -0.86, -0.31], [-1.24, 0.87, 0.14], [-0.97, 0.22, -0.18], [0.54, -0.62, 0.47], [0.42, 0.23, -0.47], [-1.25, 1.29, -1.61], [-0.84, -0.42, -0.18], [1.89, -0.54, 1.67], [-0.99, 3.44, 1.45], [1.29, -2.72, -0.69], [-0.09, -0.97, -0.14], [-0.78, 0.94, -0.33], [0.29, -0.25, 0.25], [-0.27, -1.51, 0.90], [-0.08, 1.42, -1.62], [0.68, -1.09, -0.36], [0.39, 2.57, 1.15], [-0.83, -1.40, -0.25], [-1.08, 0.63, -0.23], [0.08, -1.22, -0.02], [0.74, -0.16, 0.03], [1.21, 0.75, -0.75], [-0.59, -0.70, 0.26], [-0.43, -0.64, 0.03], [0.22, 0.77, 0.28], [-1.19, -0.43, -0.01], [0.40, -0.02, 0.35], [0.17, -0.01, -0.07], [-0.24, 0.13, 0.01], [0.23, -0.26, 0.42], [0.15, 0.42, -0.30], [-2.15, -0.03, 0.46], [-0.49, 0.07, 0.68], [2.35, -0.24, -1.53], [0.35, -0.59, 0.63], [-2.21, -0.89, -0.36], [1.03, 0.56, -0.19], [1.03, -0.73, 2.76], [-1.08, -0.96, -1.53], [0.16, 1.53, -0.28], [0.03, 0.20, -0.66], [-0.40, 0.20, -0.11], [0.05, 0.17, 0.07], [0.30, -0.24, 0.30], [0.57, 0.70, -0.62], [-0.13, 0.44, -2.39], [-0.38, -2.40, 0.51], [0.89, 0.16, 0.49], [-0.56, 0.49, 0.11], [0.81, -0.12, 0.59], [-0.58, -0.05, -0.67], [0.17, -0.31, 0.61], [-0.24, 0.07, 0.34], [0.17, 0.02, 0.61], [0.27, 0.44, 0.59], [-0.35, 1.20, -0.63], [0.38, 0.10, -0.78], [-1.74, -0.09, -1.05], [1.00, -0.15, 0.77], [-0.43, 0.73, -1.44], [0.91, 0.26, -0.02], [-0.72, -0.89, 0.37], [0.00, 0.29, 0.76], [0.06, -0.10, -0.05], [-0.13, -0.03, 0.46], [0.66, -0.07, 0.86], [0.02, 0.09, -0.07], [-0.16, -0.28, -0.03], [-0.71, 0.51, -0.60], [0.33, 0.08, 0.63], [-1.14, 0.01, -1.31], [0.11, -0.59, 0.01], [0.82, 0.68, 0.99], [0.55, -0.47, 0.14], [-0.39, 0.10, -0.04], [0.33, 0.01, -0.10], [0.26, -0.09, 0.06], [0.06, 0.09, 0.36], [1.53, 0.00, -0.72], [-0.38, 0.59, -0.97], [0.53, -0.22, 0.05], [-1.38, 0.52, -0.81], [1.50, -0.15, 0.56], [-0.09, -0.20, 0.41], [-0.63, 0.64, 0.07], [-1.21, -0.16, 0.90], [0.11, -0.72, 0.34], [0.16, -0.48, 0.26], [-0.05, 0.17, -0.03]], "multiplicity": 1, "max_force_ev_per_a": 3.86, "total_charge": 0, "homo_energy_ev": -10.44, "gap_ev": 8.391}



[2]
{"formula": "C5H5N", "method": "ωB97M-V/def2-TZVPD", "symbols": ["C", "C", "C", "C", "C", "H", "H", "H", "H", "H", "N"], "positions_angstrom": [[1.384368, -1.629574, 0.418389], [0.108844, -1.284732, 0.578709], [-0.469698, -0.004132, 0.260803], [-1.809802, 0.218230, -0.142595], [0.430524, 1.012025, -0.271286], [2.300947, -1.097018, 0.217225], [1.833113, -2.596001, 1.166951], [-0.624327, -2.082640, 0.654587], [-2.247275, 1.027620, -0.749651], [-2.354820, -0.614245, -0.025659], [0.460993, 2.213054, -0.903938]], "forces_ev_per_angstrom": [[2.28, -3.10, 4.19], [-0.35, -0.75, -0.63], [-2.17, 1.83, -3.26], [4.63, 1.13, 0.36], [-0.92, 12.28, -5.77], [-0.52, 1.01, -0.43], [-1.89, 2.08, -2.99], [0.09, -0.04, 0.96], [0.81, -0.14, 0.86], [-2.52, -2.80, 0.62], [0.57, -11.51, 6.09]], "multiplicity": 1, "max_force_ev_per_a": 13.60, "total_charge": 0, "homo_energy_ev": -9.35, "gap_ev": 8.588, "relative_energy_ev": 5.345}



[3]
{"formula": "C2HNO2", "method": "ωB97M-V/def2-TZVPD", "symbols": ["C", "C", "N", "O", "O", "H"], "positions_angstrom": [[1.256870, -1.156998, -0.512529], [3.290498, 0.682672, 1.274881], [3.471581, 0.088269, 0.237084], [3.688862, -0.623362, -0.741384], [1.507156, -0.182284, 0.042780], [1.631078, -2.059707, -1.002034]], "forces_ev_per_angstrom": [[1.24, 1.24, 0.14], [0.52, -0.63, -1.63], [1.60, 0.72, 1.78], [0.71, -0.56, -0.55], [-4.38, -0.89, 0.16], [0.31, 0.12, 0.10]], "multiplicity": 1, "max_force_ev_per_a": 4.47, "total_charge": 0, "homo_energy_ev": [-8.98, -9.48], "gap_ev": [6.826, 8.089], "relative_energy_ev": 7.697}



[4]
{"formula": "C2H5NOS", "method": "ωB97M-V/def2-TZVPD", "symbols": ["C", "C", "N", "O", "S", "H", "H", "H", "H", "H"], "positions_angstrom": [[-1.325106, -0.116147, -0.264240], [-0.676967, 0.384029, 0.979174], [-0.162698, -0.262997, 1.891301], [1.867064, -0.836087, -1.468060], [2.534262, -0.565623, -0.212248], [-1.146617, 0.579499, -1.123754], [-2.396767, -0.227064, -0.214862], [-0.772102, -1.146642, -0.413193], [-0.617508, 1.391795, 0.751343], [2.696435, 0.799240, 0.074539]], "forces_ev_per_angstrom": [[1.37, -2.91, -1.51], [-0.36, -0.94, -0.73], [-0.03, 0.12, 0.36], [-1.19, 0.33, -2.17], [1.66, -0.08, 2.93], [0.21, -0.71, 0.78], [-0.33, -0.28, 0.36], [-1.60, 1.83, -0.44], [0.70, 2.91, 1.17], [-0.43, -0.28, -0.75]], "multiplicity": 3, "max_force_ev_per_a": 3.55, "total_charge": 0, "homo_energy_ev": [-9.19, -10.53], "gap_ev": [9.950, 9.459], "relative_energy_ev": 0.634}



[5]
{"formula": "C17H34MnO2P2", "method": "ωB97M-V/def2-TZVPD", "symbols": ["P", "P", "C", "C", "H", "H", "H", "H", "C", "H", "H", "H", "C", "H", "H", "H", "C", "H", "H", "H", "C", "H", "H", "H", "Mn", "C", "C", "C", "C", "C", "C", "C", "C", "C", "H", "H", "H", "H", "H", "H", "H", "H", "H", "H", "H", "H", "H", "H", "H", "C", "O", "C", "O", "H", "H", "H"], "positions_angstrom": [[-0.678799, 1.681700, -1.294918], [-1.863384, -0.251605, 0.983352], [0.470345, 0.504555, -0.449611], [-0.282288, -0.705948, 0.135392], [0.986609, 1.076645, 0.341285], [1.227984, 0.177153, -1.178862], [-0.557016, -1.427027, -0.653533], [0.330049, -1.227803, 0.885494], [-1.329772, 0.163801, 2.664577], [-2.219764, 0.302938, 3.290627], [-0.737295, 1.087948, 2.677792], [-0.728003, -0.668664, 3.049157], [-2.830461, -1.759955, 1.100568], [-2.214683, -2.546368, 1.553870], [-3.162102, -2.063455, 0.100721], [-3.719567, -1.549551, 1.705864], [0.172852, 3.270631, -1.417584], [-0.427096, 3.952067, -2.032740], [1.164163, 3.150777, -1.873753], [0.273878, 3.719052, -0.421019], [-0.824526, 1.007899, -2.978644], [-1.374143, 0.057981, -2.970994], [0.171306, 0.846586, -3.409419], [-1.379351, 1.717243, -3.604584], [-2.672878, 1.552468, -0.098421], [2.771801, -3.241058, 0.550024], [2.939438, -2.400893, 1.573542], [4.153731, -1.559648, 1.849510], [5.041760, -1.215715, 0.635130], [4.346758, -0.529388, -0.510053], [3.699936, -1.094962, -1.537870], [3.572497, -2.565558, -1.810134], [3.715812, -3.505213, -0.594324], [-3.283200, 3.084794, -1.171293], [1.880768, -3.884323, 0.546563], [2.185930, -2.381949, 2.369260], [4.790819, -2.076309, 2.588270], [3.842776, -0.624954, 2.339380], [5.817022, -0.524297, 0.998245], [5.575659, -2.116219, 0.320828], [4.460345, 0.562343, -0.509286], [3.315462, -0.449065, -2.333439], [4.337110, -2.862576, -2.548792], [2.606768, -2.761208, -2.300139], [3.504754, -4.522666, -0.955928], [4.761946, -3.517259, -0.277871], [-4.305148, 2.825509, -1.501156], [-2.650538, 3.359436, -2.033151], [-3.336242, 3.905542, -0.429461], [-6.484054, 2.799735, 1.339966], [-5.050473, 2.710625, 1.198497], [-4.500040, 1.526183, 0.893288], [-5.047537, 0.438425, 1.061290], [-6.969216, 2.667635, 0.366412], [-6.644041, 3.814542, 1.713184], [-6.846664, 2.069421, 2.064896]], "forces_ev_per_angstrom": [[0.46, -0.42, 1.32], [0.68, -0.71, -0.71], [0.36, 0.12, -0.44], [-0.06, -0.32, 0.40], [-0.18, -0.24, -0.25], [0.01, -0.08, 0.41], [0.17, 0.23, 0.24], [0.17, -0.02, -0.43], [0.00, -0.31, 0.38], [0.22, 0.02, -0.09], [-0.19, -0.25, -0.10], [-0.06, 0.17, 0.17], [0.19, -0.66, 0.43], [-0.29, -0.14, 0.00], [0.13, 0.13, 0.25], [0.20, -0.07, -0.16], [0.66, 0.20, -0.46], [0.12, -0.16, 0.12], [-0.08, 0.22, 0.03], [-0.04, -0.25, -0.25], [0.09, 0.19, -0.30], [0.13, 0.25, 0.13], [-0.16, 0.04, 0.00], [0.08, -0.16, 0.10], [-1.41, 0.78, 0.14], [-0.27, -0.14, 0.29], [0.12, -0.44, 0.03], [0.12, 0.30, -0.03], [0.43, 0.13, 0.39], [-0.18, 0.16, -0.54], [0.62, 0.24, 0.23], [-0.21, -0.29, 0.01], [0.09, -0.41, -0.35], [-0.77, 0.74, -1.42], [0.18, 0.46, 0.02], [0.11, -0.02, -0.34], [-0.22, 0.11, -0.13], [-0.01, -0.16, -0.12], [-0.14, -0.20, -0.06], [-0.04, 0.43, 0.02], [-0.30, -0.34, -0.02], [0.06, -0.07, 0.30], [-0.20, 0.13, 0.12], [0.14, 0.08, 0.12], [0.10, 0.22, 0.06], [-0.39, -0.18, -0.02], [0.30, 0.57, -0.14], [-0.54, 0.25, 0.15], [0.04, -0.29, -0.42], [0.32, 0.13, 0.31], [-1.01, 0.26, -0.16], [1.23, -0.89, 0.94], [-0.61, 0.92, -0.15], [0.07, -0.05, 0.22], [-0.18, -0.21, -0.11], [-0.06, 0.01, -0.16]], "multiplicity": 6, "max_force_ev_per_a": 1.78, "total_charge": 0, "homo_energy_ev": [-4.11, -7.57], "gap_ev": [4.629, 7.928], "relative_energy_ev": 0.000}



[6]
{"formula": "C5H10N2", "method": "ωB97M-V/def2-TZVPD", "symbols": ["C", "C", "N", "N", "C", "C", "C", "H", "H", "H", "H", "H", "H", "H", "H", "H", "H"], "positions_angstrom": [[1.402123, -1.088222, -0.256547], [-1.068546, -0.476048, 0.298327], [-1.498814, -1.464819, 1.075078], [0.733011, 1.942123, 0.192890], [-1.428322, 0.822146, 0.101735], [-0.214028, 1.245986, -0.635181], [0.089376, -0.457731, -0.666627], [-0.974671, -2.329391, 1.145487], [-2.051087, -1.265132, 1.901368], [0.905745, 2.902857, -0.091764], [1.658030, 1.547491, 0.325567], [-2.307078, 1.387063, 0.395986], [-0.343806, 1.709419, -1.617906], [-0.175648, -0.746921, -1.689118], [1.580411, -1.019293, 0.820862], [1.455102, -2.140059, -0.555653], [2.238204, -0.569469, -0.744505]], "forces_ev_per_angstrom": [[0.42, 0.48, 0.00], [0.18, 2.64, -1.38], [-0.71, -2.01, 1.31], [1.02, 1.16, 0.42], [-0.83, -1.03, 0.49], [0.71, -2.51, -0.16], [-0.21, 1.80, -0.15], [-0.10, 0.42, -0.17], [0.17, 0.09, -0.43], [-0.30, -0.21, -0.05], [-0.29, -0.43, -0.28], [0.18, 0.00, 0.17], [0.08, -0.06, -0.03], [-0.12, -0.24, 0.24], [-0.09, -0.03, -0.05], [-0.03, 0.11, 0.07], [-0.08, -0.16, -0.01]], "multiplicity": 1, "max_force_ev_per_a": 2.98, "total_charge": 0, "homo_energy_ev": -7.48, "gap_ev": 8.510, "relative_energy_ev": 1.792}